Computed, not measured: 6 unconnected molecules or ions with the total composition C21H60N2O21P5 at a distorted geometry, with wB97M-V/def2-TZVPD.

Element x y z (Å)
C 3.643 -4.875 1.301
C 2.188 -4.383 1.604
N 1.814 -3.359 0.615
C 0.409 -2.932 0.653
C -0.271 -3.049 2.036
N -0.917 -4.372 2.311
C -1.478 -5.041 1.105
C -0.629 -4.898 -0.158
O -0.354 -3.525 -0.400
H 4.217 -4.009 0.968
H 3.572 -5.668 0.550
H 4.027 -5.292 2.238
H 1.528 -5.274 1.616
H 2.233 -3.984 2.630
H 1.921 -3.827 -0.284
H 0.408 -1.861 0.409
H -1.055 -2.280 2.069
H 0.402 -2.789 2.859
H -1.695 -4.236 2.964
H -0.236 -4.956 2.801
H -1.513 -6.118 1.335
H -2.529 -4.760 0.958
H -1.257 -5.233 -0.992
H 0.275 -5.521 -0.176
C 1.650 4.916 -1.372
O 2.255 3.629 -1.288
P 1.915 2.550 -2.542
O 2.059 3.573 -3.631
O 0.354 2.384 -2.032
C 0.112 1.875 -0.710
O 1.696 1.312 -3.668
C 1.212 0.036 -3.234
H 1.642 5.335 -0.364
H 2.239 5.564 -2.018
H 0.626 4.856 -1.737
H -0.235 2.690 -0.075
H 1.010 1.437 -0.270
H -0.665 1.111 -0.759
H 0.123 0.056 -3.176
H 1.630 -0.240 -2.266
H 1.503 -0.714 -3.968
C 6.630 9.287 -4.301
O 5.844 8.333 -3.597
P 6.407 6.746 -3.598
O 7.848 7.090 -3.372
O 6.062 6.550 -5.190
C 4.700 6.731 -5.621
O 6.666 5.104 -3.349
C 5.644 4.162 -3.723
H 5.980 10.133 -4.532
H 7.449 9.632 -3.674
H 7.019 8.878 -5.234
H 4.620 7.668 -6.173
H 4.004 6.754 -4.783
H 4.429 5.906 -6.278
H 5.733 3.920 -4.784
H 4.648 4.552 -3.515
H 5.789 3.248 -3.150
C -7.917 -5.704 1.714
O -7.719 -4.474 2.408
P -6.149 -4.126 2.889
O -5.441 -4.599 1.651
O -6.245 -5.311 4.015
C -7.297 -5.231 5.008
O -4.740 -3.531 3.629
C -4.774 -3.193 5.028
H -8.972 -5.958 1.812
H -7.678 -5.582 0.660
H -7.319 -6.508 2.144
H -8.053 -5.982 4.792
H -7.769 -4.250 5.024
H -6.868 -5.431 5.989
H -4.605 -4.088 5.629
H -5.723 -2.739 5.308
H -3.975 -2.482 5.231
C -12.361 -7.172 6.930
O -12.771 -5.810 6.853
P -11.577 -4.658 7.086
O -10.469 -5.266 6.293
O -11.490 -5.027 8.685
C -12.697 -4.971 9.465
O -10.829 -3.178 7.358
C -11.374 -2.276 8.336
H -13.252 -7.764 7.139
H -11.940 -7.489 5.978
H -11.637 -7.329 7.730
H -13.019 -5.984 9.702
H -13.503 -4.458 8.939
H -12.488 -4.439 10.392
H -11.003 -2.540 9.327
H -12.462 -2.291 8.334
H -11.038 -1.269 8.097
C 13.210 6.906 -7.649
O 12.238 6.975 -6.613
P 11.186 5.675 -6.494
O 12.137 4.545 -6.700
O 10.405 6.105 -7.877
C 9.880 7.437 -7.972
O 9.886 4.754 -5.981
C 8.580 5.352 -5.906
H 13.545 7.926 -7.845
H 14.061 6.311 -7.323
H 12.791 6.489 -8.565
H 10.493 8.017 -8.662
H 9.862 7.941 -7.005
H 8.862 7.384 -8.359
H 8.099 5.311 -6.886
H 8.635 6.381 -5.561
H 7.982 4.782 -5.207

For the gap between HOMO and LUMO, the calculation gives 5.807 eV. As for the charge: +1. For the total energy, the calculation gives -4231.95314 a.u. The highest occupied orbital energy comes out at -10.2340 eV.

Atomic partial charges in e from the Mulliken method, atoms 1 to 2: -1.313 -0.045

***

Computed, not measured: 7 unconnected molecules or ions with the total composition C21H60NO28P6 at a distorted geometry, with wB97M-V/def2-TZVPD.

Element x y z (Å)
O -2.995 2.629 1.453
C -3.369 2.719 0.269
O -4.317 3.464 -0.084
C -2.544 1.879 -0.781
N -1.521 2.724 -1.443
C -0.618 3.370 -0.508
O -0.170 2.552 0.567
O 1.145 2.122 0.320
H -2.111 0.963 -0.316
H -3.275 1.610 -1.581
H -0.988 2.176 -2.114
H -1.150 4.237 -0.056
H 0.224 3.814 -1.091
H 1.339 1.577 1.100
C 3.842 1.364 -1.358
O 4.620 1.678 -2.516
P 5.155 0.469 -3.400
O 4.113 -0.455 -3.876
O 6.303 -0.195 -2.526
C 5.974 -1.277 -1.652
O 5.991 1.201 -4.526
C 5.273 1.932 -5.519
H 3.188 2.203 -1.136
H 3.229 0.475 -1.518
H 4.508 1.203 -0.508
H 4.986 -1.687 -1.860
H 6.009 -0.928 -0.620
H 6.715 -2.064 -1.784
H 5.089 2.947 -5.167
H 4.327 1.450 -5.762
H 5.883 1.972 -6.420
C 0.961 -3.117 -8.223
O 0.793 -1.938 -9.004
P 1.880 -0.778 -8.854
O 3.266 -1.199 -9.102
O 1.602 -0.141 -7.431
C 2.314 -0.638 -6.290
O 1.327 0.343 -9.823
C 1.410 0.100 -11.225
H 0.473 -3.945 -8.736
H 2.017 -3.360 -8.090
H 0.490 -2.980 -7.249
H 3.161 -1.263 -6.571
H 1.632 -1.216 -5.666
H 2.680 0.206 -5.716
H 0.529 -0.451 -11.556
H 2.312 -0.459 -11.478
H 1.441 1.061 -11.736
C -5.839 6.292 1.244
O -6.909 6.965 1.929
P -8.358 6.927 1.281
O -8.888 5.585 1.014
O -8.265 7.888 0.017
C -7.936 7.325 -1.253
O -9.212 7.804 2.289
C -9.494 7.241 3.566
H -5.083 6.008 1.971
H -6.187 5.392 0.736
H -5.391 6.973 0.518
H -8.013 6.238 -1.253
H -6.920 7.614 -1.520
H -8.625 7.726 -1.997
H -8.677 7.460 4.254
H -9.641 6.162 3.500
H -10.409 7.695 3.944
C 0.479 -5.067 2.269
O 0.326 -3.900 1.467
P 1.408 -2.738 1.621
O 2.800 -3.163 1.412
O 1.098 -2.078 3.033
C 1.778 -2.546 4.193
O 0.879 -1.628 0.638
C 0.988 -1.874 -0.765
H 0.003 -5.904 1.762
H 1.532 -5.307 2.428
H -0.013 -4.915 3.231
H 2.636 -3.173 3.949
H 1.086 -3.113 4.817
H 2.129 -1.682 4.755
H 0.111 -2.423 -1.110
H 1.892 -2.438 -1.001
H 1.031 -0.914 -1.276
C 3.434 5.090 5.674
O 2.934 3.993 4.918
P 3.980 2.939 4.337
O 4.864 2.332 5.342
O 4.716 3.705 3.154
C 5.926 4.407 3.428
O 3.059 1.936 3.543
C 2.222 1.061 4.303
H 2.655 5.424 6.356
H 4.313 4.805 6.256
H 3.688 5.912 5.001
H 6.345 4.142 4.399
H 5.731 5.480 3.399
H 6.651 4.160 2.654
H 1.279 1.558 4.529
H 2.708 0.753 5.231
H 2.022 0.176 3.703
C -3.190 -10.297 5.667
O -2.588 -9.018 5.497
P -2.710 -8.314 4.069
O -4.083 -8.153 3.579
O -1.738 -9.144 3.124
C -2.265 -10.237 2.374
O -1.894 -6.977 4.269
C -2.477 -5.966 5.095
H -3.432 -10.428 6.720
H -4.107 -10.386 5.082
H -2.485 -11.075 5.369
H -3.356 -10.236 2.358
H -1.911 -11.173 2.807
H -1.900 -10.161 1.351
H -2.210 -6.144 6.137
H -3.563 -5.946 4.992
H -2.080 -5.002 4.785

For the gap between HOMO and LUMO, the calculation gives 5.742 eV. As for the charge: -1. For the total energy, the calculation gives -5046.25947 a.u. The highest occupied orbital energy comes out at -4.0323 eV.

Atomic partial charges in e from the Mulliken method, atoms 1 to 2: -0.682 0.344

***

- Which formula does entry 2 have?
  C21H60NO28P6